1.
Molecular formula: C49H49N7O11S
Method: DFT, ωB97M-V/def2-TZVPD

Orbital gap ... 0.267 Eh
Spin multiplicity ... 1
Lowest unoccupied orbital energy ... -0.0240 hartree

Geometry (Å):
1 H -4.333 -1.632 3.033
2 N -1.719 1.555 -1.444
3 C 5.093 6.406 2.409
4 C -0.437 -2.852 -3.032
5 H 2.167 5.798 4.004
6 C -3.590 -2.012 0.021
7 H 1.768 1.471 2.372
8 C -1.528 -3.703 -3.154
9 C -6.580 -2.040 -4.516
10 C -1.014 2.264 -2.469
11 N -0.251 -6.130 -5.677
12 C 2.941 5.734 3.251
13 O 4.533 3.820 -0.715
14 C 4.094 6.497 3.369
15 C 8.959 3.536 4.113
16 H -1.268 1.004 2.305
17 H 1.046 -7.793 2.241
18 C 0.869 0.908 2.632
19 C -3.739 0.221 -1.265
20 C -5.858 1.106 -2.018
21 H -5.825 3.094 -2.842
22 C 4.945 5.558 1.325
23 C 0.257 1.829 -2.823
24 C 9.286 5.432 5.589
25 C 0.786 -4.156 -4.638
26 H 1.893 4.268 2.068
27 N -1.481 2.094 -0.125
28 N -5.918 -3.950 -3.121
29 H 8.284 2.910 3.548
30 C -1.533 3.403 -3.076
31 H -8.418 -1.990 -7.356
32 S -3.142 3.974 -2.658
33 C 1.167 -5.996 5.106
34 C 0.349 -4.646 3.267
35 H 4.224 7.152 4.219
36 N 7.018 4.862 4.830
37 C -3.885 2.437 -2.212
38 O 0.785 -6.303 -6.287
39 H -2.310 -5.457 -4.132
40 H 12.232 3.933 4.868
41 O -1.238 -6.830 -5.777
42 C -5.106 0.081 -1.456
43 C 3.788 4.808 1.232
44 C -7.925 -3.759 -6.251
45 O -2.820 -2.656 1.018
46 H 1.672 -4.354 -5.223
47 C 0.500 3.680 -4.326
48 O -5.374 -3.149 -2.383
49 O 6.317 4.110 4.186
50 C -2.867 -0.841 -0.636
51 C 0.479 -5.734 2.418
52 C -7.236 -1.535 -5.627
53 H 1.660 -8.020 4.625
54 O 2.584 3.274 0.008
55 H 11.307 5.820 6.168
56 H -0.488 -2.006 -2.359
57 O 0.095 -2.622 5.049
58 C -3.130 1.417 -1.659
59 H -5.604 -0.835 -1.176
60 H -1.344 3.097 -0.223
61 H 0.209 -5.632 1.376
62 C 1.019 2.537 -3.736
63 C 0.717 -3.079 -3.770
64 O 6.609 5.822 5.454
65 H 1.082 4.238 -5.047
66 C -0.364 1.528 1.987
67 H 1.009 -0.112 2.268
68 H -3.076 -0.514 3.624
69 H 8.861 6.251 6.149
70 H -7.218 -0.471 -5.818
71 C -0.315 -4.986 -4.747
72 H 0.645 0.938 -2.348
73 C 8.469 4.601 4.846
74 H 5.996 6.994 2.509
75 C 11.167 4.121 4.862
76 C -0.271 1.503 0.471
77 O 0.880 -3.803 6.665
78 C -7.273 -4.281 -5.145
79 H -3.850 -0.231 2.074
80 N 3.625 3.898 0.085
81 H 1.566 -2.415 -3.672
82 C 0.694 -4.801 4.596
83 H 0.783 0.861 3.716
84 H -0.473 2.569 2.308
85 C 10.649 5.183 5.593
86 C 1.294 -7.076 4.246
87 H -2.200 -0.337 0.058
88 H -6.924 0.981 -2.161
89 H -4.568 -1.711 0.406
90 H -6.048 -1.393 -3.834
91 C 2.779 4.876 2.175
92 C -5.254 2.286 -2.402
93 H -0.015 -3.699 2.897
94 H 5.711 5.469 0.570
95 H 1.426 -6.074 6.150
96 C -3.484 -1.012 2.745
97 C -1.474 -4.783 -4.021
98 C -0.778 4.104 -4.009
99 H -1.572 -1.184 1.790
100 H -3.775 -2.761 -0.743
101 H -8.447 -4.423 -6.927
102 O -5.916 -5.150 -2.957
103 N 0.545 -3.652 5.508
104 H 2.015 2.195 -3.982
105 H -2.240 -1.230 -1.440
106 H -0.185 0.481 0.101
107 C -7.907 -2.391 -6.490
108 H 0.629 2.048 0.173
109 C -2.395 -1.844 2.096
110 H -1.975 -2.526 2.836
111 H -2.427 -3.525 -2.576
112 C 0.949 -6.946 2.907
113 H 10.729 2.473 3.558
114 H -7.270 -5.341 -4.940
115 H -1.209 4.980 -4.475
116 C 10.324 3.300 4.125
117 C -6.616 -3.406 -4.300

---

2.
Molecular formula: C49H50Cl4LaN8O4SSb
Method: DFT, ωB97M-V/def2-TZVPD

Orbital gap ... 0.226 Eh
Energy relative to the best compared isomer or geometry (same formula, charge and spin) ... 110.2 kJ/mol
Spin multiplicity ... 1
Lowest unoccupied orbital energy ... -0.0098 hartree

Geometry (Å):
1 H -0.311 -3.932 3.656
2 C -1.073 5.250 -3.567
3 H -3.553 -0.190 -2.924
4 C 4.546 1.263 -3.025
5 C 4.425 1.707 -1.580
6 H 3.022 2.220 0.884
7 C -0.809 2.870 0.869
8 C -0.018 -4.555 -3.929
9 H -4.786 1.959 -2.876
10 N 2.118 1.320 -3.150
11 C 4.083 1.639 4.635
12 C -3.948 1.166 -0.031
13 C 3.285 2.750 4.867
14 O 0.902 0.999 -1.251
15 H -3.223 5.326 -3.564
16 N -1.657 1.968 0.376
17 Cl 2.132 -4.512 -0.594
18 C 1.366 1.536 4.078
19 C -0.564 -2.483 -2.741
20 H -2.018 -5.720 1.089
21 Cl -1.959 -2.966 -4.964
22 H 3.359 2.884 -3.803
23 N -0.835 3.189 -2.415
24 H 3.346 1.431 -4.810
25 H 4.571 2.792 -1.503
26 H -5.113 1.112 -4.403
27 H 3.859 0.665 0.780
28 O -1.278 -1.392 -2.639
29 C 4.282 -4.395 3.424
30 C 0.419 -2.777 -1.728
31 C -1.819 -3.686 0.444
32 N 3.124 1.348 -1.046
33 Sb 1.216 -1.315 3.032
34 H -0.562 -1.509 7.953
35 H 3.727 3.657 5.259
36 C 0.315 -2.197 4.759
37 H 4.543 0.172 -3.071
38 C -2.966 2.229 0.426
39 H 5.145 1.678 4.843
40 H -0.392 2.604 -1.725
41 C 0.898 -4.869 -2.949
42 H 1.298 3.561 4.774
43 H 0.729 -0.556 6.081
44 H 4.147 -0.400 3.954
45 H -1.595 -4.885 5.531
46 C 1.999 1.210 -1.804
47 C -1.212 4.086 1.390
48 C 3.525 0.470 4.135
49 H -0.481 4.788 1.768
50 H 0.196 0.549 -3.457
51 C -2.532 -4.816 0.792
52 C -1.932 2.581 -2.991
53 H -1.065 6.339 -3.517
54 H -1.628 4.937 -1.507
55 C -3.460 3.431 0.925
56 H 2.088 0.729 0.637
57 C 0.233 -1.512 5.964
58 C 5.038 -2.981 1.632
59 H 2.410 -3.849 4.328
60 C -3.199 0.664 -3.500
61 N -2.151 1.330 -2.728
62 H 1.325 0.310 -4.797
63 C 3.144 -3.615 3.567
64 O 0.592 -1.926 -0.733
65 C -1.157 -3.259 6.864
66 C 2.165 0.419 3.858
67 H -4.517 -5.622 1.002
68 H 5.471 1.637 -3.461
69 C 3.338 1.787 -3.781
70 H 5.758 -2.753 0.858
71 H 5.188 1.223 -0.967
72 C 2.958 -2.531 2.720
73 La -1.188 -0.362 -0.777
74 S -0.652 -0.422 2.055
75 H -0.279 4.928 -4.243
76 H 3.721 -1.372 1.083
77 C -4.362 -1.135 -0.256
78 H 0.311 1.490 3.829
79 N -2.633 3.346 -3.882
80 Cl 1.800 -6.343 -3.049
81 H 0.120 4.916 -1.784
82 C 5.223 -4.083 2.451
83 C -2.423 4.773 -4.076
84 H -2.518 4.986 -5.145
85 N -2.400 -2.540 0.083
86 H -0.734 -3.687 0.452
87 C 0.998 1.009 -4.026
88 C -3.784 2.793 -4.581
89 H 4.430 -5.252 4.067
90 H -4.710 -1.146 -1.300
91 H -4.529 3.587 0.922
92 H -1.739 -3.665 7.681
93 C 1.925 2.698 4.591
94 C 3.897 -2.200 1.759
95 H -2.764 0.265 -4.423
96 H 0.614 1.915 -4.501
97 H -5.258 -0.988 0.358
98 C -0.841 4.619 -2.205
99 C -2.572 4.374 1.407
100 H -3.481 2.491 -5.591
101 Cl -0.273 -5.605 -5.275
102 C 3.017 1.240 0.394
103 H 6.097 -4.708 2.319
104 C -3.734 -2.465 0.079
105 H -5.603 -3.479 0.359
106 C -0.499 -2.047 7.015
107 C -1.079 -3.942 5.659
108 C -0.750 -3.376 -3.794
109 O -5.116 1.490 -0.287
110 H 0.243 2.600 0.834
111 C -4.344 1.611 -3.813
112 H -4.542 3.575 -4.673
113 C -4.526 -3.566 0.394
114 H -2.927 5.316 1.805
115 C 1.084 -4.002 -1.865
116 C -0.349 -3.410 4.607
117 N -3.422 -0.053 -0.028
118 C -3.919 -4.756 0.751